(1)
Density functional theory data (ωB97M-V/def2-TZVPD) for 3 unconnected molecules or ions with the total composition C4H16NO3 in a non-equilibrium geometry.

Structure (XYZ):
```
24
Properties=species:S:1:pos:R:3:nbo_charge:R:1
O 3.0126 -1.2269 0.7998 -0.993
C -1.2705 1.6219 0.5709 -0.626
O 0.8863 -0.0658 -2.0178 -0.751
C -0.1256 0.8221 -0.1555 -0.057
N 0.1211 -0.4983 0.3873 -0.731
H -0.1651 1.8273 -2.2347 0.223
H -2.3954 0.5410 -2.4435 0.245
H -1.2609 -0.6204 -3.1225 0.255
H 0.2672 -0.5572 1.3907 0.476
O 0.0070 -1.2042 3.1830 -1.031
H 3.3134 -1.6054 1.6304 0.500
H 0.9649 -0.7128 -0.2142 0.488
C -0.2709 0.7639 -1.7327 0.089
C -1.5249 -0.0057 -2.1949 -0.649
H -2.1078 1.0454 0.8292 0.216
H 3.2576 -1.7660 -0.0311 0.500
H -0.9009 2.0643 1.4902 0.230
H 0.9063 1.4171 0.0439 0.224
H -0.8337 -0.7086 3.5646 0.524
H -1.8319 -0.6727 -1.5095 0.190
H 0.3790 -2.0383 3.6258 0.529
H 1.6853 0.4110 -2.0979 0.492
H -1.4883 2.3821 -0.0706 0.231
H -0.6247 -1.2138 0.3089 0.428
```

Computed properties:
Highest occupied orbital energy in eV: -14.683
M in g mol⁻¹: 126.18
Electronic energy in eV: -12032.75536
Total charge: +1



(2)
Density functional theory data (ωB97M-V/def2-TZVPD) for a molecular structure, C41H45BaN3O2S2Sb in a non-equilibrium geometry.

Structure (XYZ):
```
95
Properties=species:S:1:pos:R:3:mulliken_charge:R:1
C 1.7930 -3.7203 -1.0581 0.398
C 6.1710 0.7764 -1.6806 -0.780
H -0.1287 -3.3430 -1.9669 0.045
H 3.6881 -4.4477 -0.3934 0.340
H -4.4197 -3.0138 2.7543 0.268
H -2.8125 -3.2979 -2.0308 0.368
C -1.4992 -0.5543 5.2685 -1.501
H -2.1478 1.9759 1.7812 -0.066
C 0.5061 3.8240 0.9428 -0.723
H -2.2058 -4.4969 0.1419 0.482
H -5.1140 -3.2237 -3.1844 0.451
C 3.8681 0.8078 -0.0810 0.501
H 4.7826 0.8744 -3.3295 0.472
H -4.3328 -0.0941 4.1826 0.198
H -0.2709 3.8050 1.6963 0.475
C 0.7276 -4.0099 -1.9251 -0.169
C 4.2295 6.0296 -1.2389 -0.691
H -0.9872 -3.2103 0.0579 -0.087
C -1.6912 -3.7189 0.7162 -1.209
H -4.3405 4.1010 -4.5379 0.393
C -3.6398 -3.6034 2.2722 -1.478
C -2.4387 3.9164 -3.5465 -1.103
H -2.2207 0.2603 5.1951 0.268
H -0.8255 -3.2021 5.5712 0.402
H 3.2788 1.0723 2.5950 0.384
N -1.8842 1.7123 -2.7853 0.290
H -2.8295 -2.0708 4.5196 0.406
C 5.1313 0.6895 0.4980 -0.711
C 3.4071 3.9439 -2.1474 -0.502
H -5.0862 -1.0219 2.8913 0.261
H -2.5998 1.8399 3.4834 0.243
H -3.0887 -4.1126 3.0680 0.251
C 2.4260 4.8500 -0.1303 0.876
C -3.3359 -0.2015 -3.0614 1.132
Ba -0.2077 -0.1662 -1.2721 1.427
C 2.4915 3.7970 -1.0710 1.179
C -1.8138 -1.7124 4.3286 0.331
S -4.8391 -0.8461 -3.6547 -0.386
C 6.2671 0.6897 -0.2998 -0.699
H 3.1853 -0.6405 2.0190 0.410
C 3.3158 5.9417 -0.2258 -0.807
H -5.3841 0.7054 3.0251 0.462
C -3.4238 0.2557 2.2279 0.330
H -0.1266 -5.3066 -3.3938 0.381
H 0.2015 -2.5321 4.3069 0.308
C -3.0512 1.2439 -3.2611 0.146
C -1.6012 3.0068 -2.9268 -0.519
S 1.7852 -2.2770 -0.0324 -0.061
H -3.3026 -2.3245 0.5812 0.324
H -4.8909 1.7222 -4.2829 0.318
C 1.4196 4.8192 0.8846 -1.153
C -4.6137 -0.0681 3.1255 -1.397
H 3.2505 6.7227 0.5243 0.399
H 7.0540 0.7465 -2.3040 0.402
H -4.1368 -4.3875 1.6898 0.418
N 1.5370 1.5831 -1.8291 -0.704
H 1.6978 0.3068 2.2692 -0.015
H 7.2384 0.5969 0.1701 0.399
N 2.5039 0.8772 -2.1714 -0.217
C 2.8495 -4.6393 -1.0530 -0.439
O 2.7177 0.7988 0.6152 0.589
C 3.7755 0.9305 -1.4695 0.238
C 1.7826 -6.0289 -2.7171 -0.440
C 1.5699 2.7163 -0.9312 -0.131
C -0.8194 -2.8534 4.5321 -1.497
H -1.4875 -0.8889 6.3122 0.429
H -0.5120 -0.1300 5.0611 0.263
H 3.4297 3.2035 -2.9300 0.472
H 5.2196 0.5831 1.5688 0.455
C 2.7420 0.3554 1.9690 -0.965
C -3.9518 2.1000 -3.9012 -0.830
O -0.3146 1.7638 0.1285 -0.059
H 3.6894 -6.4472 -1.8188 0.320
H -1.0607 -4.2264 1.4536 0.326
C -2.7093 -2.7939 1.3750 0.470
H -2.1480 4.9543 -3.6283 0.439
C 0.7200 -5.1341 -2.7391 -0.798
H -3.7418 0.1705 1.1823 0.382
C -2.5199 -1.1116 -2.4281 -1.114
C 2.8465 -5.7661 -1.8602 -0.476
C -2.9544 1.6926 2.4583 -1.097
H 1.7824 -6.9069 -3.3503 0.356
H -0.6490 3.3273 -2.5155 0.633
C -4.4384 -2.3908 -3.0601 -0.567
H 4.9326 5.0913 -3.0589 0.386
C 4.2472 5.0200 -2.2229 -0.799
C -3.6422 3.4365 -4.0423 -0.392
C -3.2136 -2.3828 -2.4577 -0.499
C 0.5488 2.7204 0.0193 0.331
H -1.0231 -3.7149 3.8943 0.284
C 4.9116 0.8626 -2.2536 -0.220
Sb -1.7489 -1.0975 2.2955 0.575
H 1.3814 5.6392 1.5939 0.360
H -3.7884 2.3885 2.3116 0.459
H 4.9102 6.8685 -1.2981 0.396
```

Computed properties:
Highest occupied orbital energy in eV: -4.126
M in g mol⁻¹: 935.05
Electronic energy in eV: -80715.64031
Total charge: -1



(3)
Density functional theory data (ωB97M-V/def2-TZVPD) for a molecular structure, C20H39NO6 in a non-equilibrium geometry.

Structure (XYZ):
```
66
Properties=species:S:1:pos:R:3:nbo_charge:R:1
H 4.5249 3.9748 0.5576 0.214
O -5.5496 0.4164 0.5002 -0.793
H -1.5285 -3.1405 -2.5498 0.194
C -5.2630 -1.1058 0.2299 0.103
H 3.1663 -0.3141 1.6628 0.127
H -2.3668 -0.3543 -0.3572 0.434
H 4.1130 -1.1508 0.1563 0.205
H 1.3486 -1.8500 0.7921 0.192
C -5.4320 -3.0854 -1.2497 0.054
H 0.4405 -1.7666 -1.9779 0.207
O -3.5853 1.1731 2.2731 -0.683
C -0.2426 -3.1847 -0.8493 -0.396
H -7.0115 -0.0340 -1.2396 0.531
C 6.2732 4.9314 0.9733 -0.332
H 6.6634 5.1197 -0.0505 0.222
H -5.3226 0.7417 1.2850 0.491
H 6.5529 2.4756 -0.2082 0.233
C 5.4452 3.8284 1.2206 -0.512
H -4.8492 -4.6787 -2.5104 0.204
C 2.3744 -0.3660 -0.4645 -0.409
H -0.4367 -3.2856 0.2625 0.168
H -6.4984 -2.5629 -3.0485 0.451
C -5.0789 -3.5690 -2.4628 -0.127
H -0.4473 -1.0158 -0.7039 0.067
H 5.2173 6.3324 2.5074 0.208
H -1.8633 1.9895 -0.2010 0.214
H 5.2414 1.2657 2.2636 0.198
H 6.1727 7.2737 1.3523 0.213
H -1.7216 2.7134 1.3753 0.212
C -1.7320 1.8868 0.8861 -0.634
C 0.4998 -2.0185 -1.0352 -0.316
H 4.4278 1.1125 -0.6734 0.170
H 4.5931 6.3868 0.7603 0.179
N -2.9298 -0.1317 0.3867 -0.601
C 5.5699 6.2782 1.4857 -0.615
C 1.5508 -1.7125 -0.1278 -0.326
H 2.6099 -0.3761 -1.4940 0.199
C -5.4095 -1.4866 -1.4029 0.040
O -6.7959 -1.1163 -1.6745 -0.744
H 0.0707 -4.0451 -1.0801 0.191
H -3.7029 -1.5209 1.9264 0.261
H 6.1311 0.4927 0.9706 0.202
H 1.6238 0.3908 -0.2476 0.193
H 7.3828 5.0314 1.8195 0.164
H -6.2828 -3.3217 -0.7360 0.229
H -2.7706 -3.0440 0.8829 0.181
H -2.1744 -4.1729 -1.4933 0.158
C -3.8184 -1.3648 0.6905 -0.163
C 3.5800 -0.2006 0.3866 -0.326
C -1.8183 -3.0730 -1.5268 -0.046
O -4.4141 -3.4331 -0.1008 -0.511
C 6.1566 2.7348 0.7937 -0.343
C -2.8333 0.8185 1.2756 0.696
C 5.4883 1.3359 1.2447 -0.400
H 2.4388 -2.5747 -0.3041 0.154
O -6.2230 -3.2780 -3.4443 -0.671
C -3.4745 -2.5019 0.1947 0.347
H -4.1791 -3.0541 -2.8350 0.189
C 4.2770 1.1674 0.4760 -0.378
H -0.7527 1.1850 1.0985 0.203
H -4.5149 -1.1048 -1.5139 0.199
H 3.5586 1.7211 0.5999 0.178
O -2.5739 -2.2493 -0.9074 -0.588
H 7.0707 2.3391 1.6901 0.187
H -6.1076 -1.5733 1.1274 0.227
H 5.1418 3.7012 2.3626 0.226
```

Computed properties:
Highest occupied orbital energy in eV: -9.447
M in g mol⁻¹: 389.53
Electronic energy in eV: -35128.41782
Total charge: 0



Question: Which formula does entry 1 have?
Answer: C4H16NO3



Question: What is the M in the first record?
Answer: 126.18 g mol⁻¹



Question: What is the electronic energy in the third record?
Answer: -35128.41782 eV



Question: Which of these has the lowest total charge?
Answer: C41H45BaN3O2S2Sb